Record 1
Formula: C23H32Cl4GeN3O2S3Si3Tc
Source: the Open Molecules 2025 dataset
Level of theory: ωB97M-V with the def2-TZVPD basis set

Positions of all 72 atoms, in Å:
1 Tc -0.387 0.786 1.565
2 Ge -0.317 0.681 -1.018
3 Cl -1.086 -0.384 6.462
4 Cl -3.310 -2.577 6.908
5 Cl -4.870 -3.716 4.478
6 Cl -4.268 -2.694 1.581
7 S -2.588 3.339 1.337
8 S 3.240 0.228 2.935
9 S 1.212 2.222 1.748
10 Si -2.397 0.275 -2.119
11 Si 1.149 -1.058 -1.759
12 Si 0.660 2.677 -1.928
13 O -2.108 -0.605 1.577
14 O -0.809 0.307 3.608
15 N 3.274 4.877 0.674
16 N 6.354 2.261 2.202
17 N 0.659 -1.146 1.677
18 C -3.415 -2.072 2.935
19 C -2.954 -1.992 5.330
20 C 2.849 -1.016 -0.943
21 C -1.690 -0.561 3.849
22 C -1.526 2.205 1.417
23 C -2.186 0.109 -3.990
24 C 2.895 1.654 2.151
25 C 1.170 -2.163 1.764
26 C 1.950 -3.384 1.893
27 C 5.223 2.405 2.033
28 C -3.180 -1.341 -1.566
29 C 0.123 4.253 -1.064
30 C 3.834 2.620 1.791
31 C -3.620 1.673 -1.805
32 C 1.397 -4.314 2.973
33 C 1.494 -0.927 -3.614
34 C 0.351 -2.757 -1.479
35 C 0.199 2.871 -3.751
36 C 3.509 3.861 1.167
37 C -2.420 -1.082 2.706
38 C -3.670 -2.512 4.211
39 C -1.985 -1.038 5.156
40 C 2.533 2.534 -1.857
41 H -2.677 -2.195 -2.026
42 H 2.010 -5.212 3.034
43 H 0.591 -0.781 -4.207
44 H 0.394 4.252 -0.008
45 H -3.179 0.003 -4.440
46 H 0.454 1.988 -4.341
47 H 1.975 -3.868 0.915
48 H -0.297 -3.010 -2.322
49 H 1.406 -3.822 3.944
50 H 0.373 -4.611 2.745
51 H -0.868 3.067 -3.873
52 H -3.118 -1.451 -0.486
53 H 2.166 -0.090 -3.820
54 H -4.235 -1.373 -1.857
55 H 2.986 3.485 -2.152
56 H -1.694 0.963 -4.455
57 H -0.264 -2.784 -0.577
58 H 3.448 -0.210 -1.371
59 H 2.965 -3.053 2.128
60 H 1.113 -3.541 -1.409
61 H 2.902 2.298 -0.858
62 H 3.381 -1.954 -1.140
63 H -3.163 2.656 -1.935
64 H 1.986 -1.839 -3.966
65 H -4.006 1.624 -0.785
66 H 2.830 -0.846 0.135
67 H -0.955 4.411 -1.141
68 H -4.466 1.594 -2.495
69 H 2.893 1.762 -2.541
70 H 0.743 3.724 -4.167
71 H -1.616 -0.788 -4.240
72 H 0.631 5.103 -1.528

Output
Expectation value of S²: 0.7680
Energy relative to the best compared isomer or geometry (same formula, charge and spin): 29.5 kcal/mol
E_HOMO (spin up / spin down): -5.011 / -5.012 eV
Total charge: -1
Energy: -7272.07843 hartree
Spin multiplicity: 2
Kohn-Sham gap (spin up / spin down): 6.1 / 4.8 eV

=====

Record 2
Formula: C4H4F3N
Source: the Open Molecules 2025 dataset
Level of theory: ωB97M-V with the def2-TZVPD basis set

Positions of all 12 atoms, in Å:
1 F 3.159 -2.457 -2.871
2 F 1.877 -2.846 -1.218
3 F 3.947 -2.072 -0.865
4 N 0.018 -0.343 -0.402
5 C 2.243 -0.604 -1.584
6 C 2.781 -1.963 -1.707
7 C 1.123 -0.433 -0.865
8 C -1.006 0.080 0.733
9 H -2.068 -0.273 0.380
10 H -0.726 -0.240 1.751
11 H 2.811 0.261 -1.815
12 H -0.864 1.091 0.548

Output
Energy relative to the best compared isomer or geometry (same formula, charge and spin): 17.9 kcal/mol
E_HOMO: -8.803 eV
SMILES string: CN=C=CC(F)(F)F
Total charge: 0
Energy: -509.10036 hartree
Kohn-Sham gap: 9.3 eV

=====

Record 3
Formula: C18H25FN2O5S2
Source: the Open Molecules 2025 dataset
Level of theory: ωB97M-V with the def2-TZVPD basis set

Positions of all 53 atoms, in Å:
1 S -0.998 -1.696 1.986
2 S 1.112 -2.898 3.506
3 F -0.506 5.071 0.903
4 O 1.410 3.555 -3.140
5 O -3.281 -0.179 -3.526
6 O 0.692 -6.664 0.228
7 O -1.989 1.330 -2.678
8 O -2.531 -0.455 -1.464
9 N 1.940 2.028 -1.549
10 N 0.096 -4.101 1.318
11 C -2.648 0.173 -2.619
12 C -2.306 -2.348 0.903
13 C -1.043 1.564 -1.617
14 C 1.773 7.869 1.086
15 C -1.873 -2.573 -0.568
16 C 2.966 7.207 1.341
17 C 1.031 2.902 -2.243
18 C 0.634 5.775 1.048
19 C -0.423 2.947 -1.865
20 C 0.116 -3.025 2.234
21 C 1.338 -5.499 -0.223
22 C 1.443 -4.405 0.825
23 C -0.429 -5.311 1.940
24 C -0.520 -6.397 0.880
25 C 1.809 5.099 1.306
26 C 0.596 7.150 0.933
27 C 2.984 5.823 1.449
28 C -2.810 -1.858 -1.524
29 H 2.349 -5.789 -0.486
30 H -3.839 -2.044 -1.234
31 H -2.665 -2.287 -2.509
32 H -3.080 -1.593 0.915
33 H 1.800 4.020 1.396
34 H 1.758 8.947 1.006
35 H 2.573 1.686 -2.263
36 H -2.650 -3.292 1.307
37 H -0.622 3.625 -1.033
38 H 0.176 -5.623 2.796
39 H 2.117 -4.722 1.624
40 H -0.935 3.374 -2.717
41 H -1.569 1.622 -0.670
42 H -0.839 -2.312 -0.754
43 H 1.876 -3.504 0.397
44 H -0.343 7.646 0.726
45 H -1.989 -3.630 -0.797
46 H -1.336 -6.137 0.197
47 H 2.492 2.605 -0.921
48 H 3.882 7.770 1.457
49 H 3.914 5.306 1.645
50 H -1.435 -5.166 2.325
51 H -0.824 -7.308 1.387
52 H 0.886 -5.076 -1.127
53 H -0.279 0.799 -1.535

Output
Energy relative to the best compared isomer or geometry (same formula, charge and spin): 12.4 kcal/mol
E_HOMO: -8.787 eV
SMILES string: NC(=O)CCOC(=O)OCCCSC(=S)N1CCOCC1.Fc1ccccc1
Total charge: 0
Energy: -2082.79886 hartree
Kohn-Sham gap: 8.5 eV

=====

Record 4
Formula: C4H9NO
Source: the Open Molecules 2025 dataset
Level of theory: ωB97M-V with the def2-TZVPD basis set

Positions of all 15 atoms, in Å:
1 O 0.116 1.366 -0.359
2 N -0.094 -0.178 1.296
3 C 0.120 0.190 -0.026
4 C 0.033 -1.084 -2.286
5 C 0.757 -0.854 -0.922
6 C -0.800 0.784 2.108
7 H 0.306 -1.073 1.467
8 H -1.712 1.115 1.598
9 H 0.746 -1.837 -0.442
10 H -0.900 -1.533 -1.924
11 H 0.446 -1.778 -3.008
12 H -0.250 -0.155 -2.778
13 H 1.768 -0.505 -1.106
14 H -0.249 1.734 2.085
15 H -1.093 0.320 3.047

Output
Energy relative to the best compared isomer or geometry (same formula, charge and spin): 23.3 kcal/mol
E_HOMO: -9.560 eV
SMILES string: CCC(=O)NC
Total charge: 0
Energy: -287.79535 hartree
Kohn-Sham gap: 10.4 eV

=====

Record 5
Formula: H20O10
Source: the Open Molecules 2025 dataset
Level of theory: ωB97M-V with the def2-TZVPD basis set

Positions of all 30 atoms, in Å:
1 O 12.583 -2.293 0.325
2 O 9.918 0.255 -0.094
3 O 12.249 -0.533 -1.991
4 O 9.231 -3.953 -3.787
5 O 10.119 -2.581 -1.707
6 O 11.510 0.805 -4.253
7 O 12.480 -2.209 -4.488
8 O 7.621 -3.648 -1.119
9 O 8.932 0.060 -2.902
10 O 9.730 -5.283 0.482
11 H 13.125 -0.148 -1.952
12 H 8.412 -3.218 -1.442
13 H 9.715 0.183 -3.438
14 H 9.265 -3.544 -4.651
15 H 9.614 -5.593 -0.416
16 H 12.409 -3.138 0.741
17 H 9.077 0.592 0.217
18 H 12.660 -1.866 -3.612
19 H 12.499 -3.160 -4.382
20 H 11.955 -0.551 -1.080
21 H 10.676 -5.180 0.581
22 H 11.703 0.318 -3.452
23 H 7.033 -3.668 -1.874
24 H 8.205 0.268 -3.488
25 H 13.414 -2.417 -0.132
26 H 9.422 -3.241 -3.177
27 H 12.288 1.343 -4.400
28 H 10.778 -3.020 -1.170
29 H 9.846 0.275 -1.048
30 H 10.591 -1.859 -2.123

Output
Energy relative to the best compared isomer or geometry (same formula, charge and spin): 66.7 kcal/mol
E_HOMO: -10.260 eV
SMILES string: O.O.O.O.O.O.O.O.O.O
Total charge: 0
Energy: -764.37561 hartree
Kohn-Sham gap: 9.9 eV

=====

Record 6
Formula: C5H11N
Source: the Open Molecules 2025 dataset
Level of theory: ωB97M-V with the def2-TZVPD basis set

Positions of all 17 atoms, in Å:
1 N -0.706 0.153 0.390
2 C 1.088 -1.452 -2.496
3 C -0.466 1.751 2.222
4 C 0.113 -0.597 -1.738
5 C 0.336 -0.195 -0.465
6 C -0.437 0.271 1.814
7 H -0.013 1.932 3.206
8 H 1.312 -0.316 -0.036
9 H -1.613 -0.224 0.190
10 H 1.750 -2.058 -1.878
11 H 0.098 2.309 1.483
12 H -1.064 -0.336 2.464
13 H 1.697 -0.845 -3.199
14 H -1.486 2.133 2.361
15 H 0.573 -2.172 -3.129
16 H -0.716 -0.213 -2.310
17 H 0.616 -0.070 2.039

Output
Energy relative to the best compared isomer or geometry (same formula, charge and spin): 29.0 kcal/mol
E_HOMO: -7.427 eV
SMILES string: C/C=C/NCC
Total charge: 0
Energy: -251.81625 hartree
Kohn-Sham gap: 8.6 eV

=====

Record 7
Formula: C19H23MnN4O8P
Source: the Open Molecules 2025 dataset
Level of theory: ωB97M-V with the def2-TZVPD basis set

Positions of all 56 atoms, in Å:
1 Mn -0.125 0.045 -1.085
2 P 0.753 -2.457 -1.001
3 O -2.005 -0.924 -1.626
4 O -0.772 3.971 5.815
5 O -0.784 4.251 3.640
6 O -1.841 -1.284 1.106
7 O -0.437 0.470 0.803
8 O -1.148 -0.682 7.533
9 O -1.488 -2.273 6.065
10 O 1.354 -1.367 2.799
11 N -1.360 -1.065 6.367
12 N 0.506 2.124 -1.541
13 N 0.450 -0.085 -2.997
14 N -0.893 3.526 4.655
15 C 0.138 2.308 -2.976
16 C -0.167 3.123 -0.684
17 C 0.710 1.040 -5.098
18 C -0.398 -3.790 -0.455
19 C -1.276 -0.254 1.507
20 C 2.413 -3.199 -0.791
21 C -1.403 0.271 2.919
22 C -1.148 2.125 4.457
23 C -1.226 1.636 3.140
24 C -1.247 1.254 5.549
25 C 0.406 -2.466 -2.750
26 C 1.974 2.233 -1.362
27 C 1.208 -1.747 1.731
28 C -1.608 -0.596 3.990
29 C 0.599 -1.327 -3.588
30 C 0.459 1.047 -3.732
31 C 0.940 -1.354 -4.969
32 C 0.978 -0.186 -5.714
33 C -1.469 -0.104 5.302
34 H 0.140 2.998 0.365
35 H 0.414 -3.445 -3.242
36 H 3.146 -2.600 -1.352
37 H 0.102 4.139 -1.025
38 H -1.157 1.641 6.565
39 H -0.776 -3.566 0.554
40 H 2.311 3.221 -1.720
41 H 1.233 -0.232 -6.777
42 H -1.112 2.312 2.299
43 H -1.826 -1.645 3.820
44 H 2.652 -3.176 0.284
45 H 2.496 1.449 -1.927
46 H 0.665 1.981 -5.644
47 H 0.144 -4.749 -0.458
48 H -1.867 -1.288 -2.529
49 H -1.257 2.986 -0.765
50 H -1.735 -1.715 -1.037
51 H 2.207 2.143 -0.290
52 H 2.412 -4.236 -1.161
53 H 1.223 -2.328 -5.378
54 H -1.243 -3.850 -1.161
55 H -0.942 2.523 -3.038
56 H 0.674 3.176 -3.395

Output
Expectation value of S²: 8.9261
Energy relative to the best compared isomer or geometry (same formula, charge and spin): 12.3 kcal/mol
E_HOMO (spin up / spin down): -15.074 / -15.076 eV
Total charge: +2
Energy: -3050.35133 hartree
Spin multiplicity: 6
Kohn-Sham gap (spin up / spin down): 5.5 / 5.8 eV

=====

Record 8
Formula: C4H8NOS
Source: the Open Molecules 2025 dataset
Level of theory: ωB97M-V with the def2-TZVPD basis set

Positions of all 15 atoms, in Å:
1 S 2.516 0.517 -0.300
2 O 0.171 -2.072 -0.682
3 N 0.205 0.548 1.397
4 C -0.974 0.644 -1.685
5 C 0.245 -1.186 0.090
6 C -0.661 -0.640 1.198
7 C 1.055 0.007 0.326
8 H -1.669 -0.323 0.688
9 H -0.770 -1.333 2.079
10 H -2.078 0.359 -1.573
11 H 0.697 0.801 2.335
12 H 2.645 -0.478 -1.081
13 H -0.345 1.477 1.066
14 H -0.427 0.067 -2.437
15 H -0.609 1.610 -1.419

Output
Expectation value of S²: 2.0116
Energy relative to the best compared isomer or geometry (same formula, charge and spin): 32.9 kcal/mol
E_HOMO (spin up / spin down): -12.642 / -14.489 eV
Total charge: +1
Energy: -684.93842 hartree
Spin multiplicity: 3
Kohn-Sham gap (spin up / spin down): 8.7 / 8.2 eV